No. 1
C7H11N2S | the ωB97M-V functional and the def2-TZVPD basis

Results
⟨S²⟩ ... 2.009
E ... -21241.36274 eV
Highest occupied orbital energy (alpha / beta) ... -0.4048 / -0.5474 Ha
Kohn-Sham gap (alpha / beta) ... 7.70 / 6.70 eV
Relative energy (zero: lowest compared OMol25 entry of this formula, charge and spin) ... 72.8 kJ/mol

```
! RIJCOSX wB97M-V def2-TZVPD def2/J DEFGRID3
* xyz 1 3
S 1.207 2.054 2.238
N 2.092 0.825 0.217
N 1.185 0.761 1.111
C -2.083 -0.874 0.157
C 2.543 2.692 1.419
C 0.412 -1.517 0.368
C 2.872 1.887 0.352
C 0.207 -0.239 1.146
C -0.631 -0.571 -0.115
C -0.386 0.214 -1.375
H -2.666 0.042 0.220
H -0.698 -0.383 -2.229
H 0.113 -2.431 0.858
H 0.666 0.454 -1.509
H 3.677 2.044 -0.341
H -0.306 -0.270 2.097
H -0.971 1.133 -1.378
H -2.483 -1.468 -0.662
H 3.029 3.595 1.734
H -2.210 -1.437 1.077
H 1.329 -1.592 -0.196
*
```

No. 2
C6H19NO2S | the ωB97M-V functional and the def2-TZVPD basis

Results
⟨S²⟩ ... 0.755
E ... -22940.93479 eV
Highest occupied orbital energy (alpha / beta) ... -0.4845 / -0.4814 Ha
Kohn-Sham gap (alpha / beta) ... 10.29 / 5.31 eV
Relative energy (zero: lowest compared OMol25 entry of this formula, charge and spin) ... 17.5 kJ/mol

```
! RIJCOSX wB97M-V def2-TZVPD def2/J DEFGRID3
* xyz 1 2
S -3.100 0.617 -0.244
O 1.293 -3.594 -0.160
O 0.167 -1.346 -2.096
N -0.129 0.598 0.823
C 2.436 1.174 -0.847
C 1.210 0.667 1.375
C 2.029 2.625 -0.686
C 2.360 0.242 0.385
C -2.557 -0.187 1.314
C -1.029 -0.484 1.187
H 3.216 0.318 1.065
H -0.681 -0.807 2.169
H 0.221 -1.292 -3.047
H -2.879 -1.158 1.706
H 2.251 -0.797 0.085
H -2.748 0.464 2.157
H 1.352 0.012 2.240
H -0.964 -1.269 0.425
H -1.893 0.580 -0.842
H 0.707 -3.584 -0.936
H 0.390 -2.248 -1.871
H 3.395 1.055 -1.340
H 1.203 2.797 0.004
H 1.810 3.039 -1.666
H -0.014 0.629 -0.196
H 1.331 1.684 1.762
H 2.851 3.147 -0.191
H 1.677 0.666 -1.465
H 1.245 -2.653 0.079
*
```